1.
DFT (ωB97M-V with the def2-TZVPD basis set) results for a cluster of 2 separate species, C2HBrF3NO in total.

As for the spin multiplicity: 3. Its maximum force is 0.3259 hartree/bohr. Its expectation value of S² is 2.014. The LUMO energy (spin up / spin down) comes out at 0.5 / -4.7 eV. The HOMO energy (spin up / spin down) is -5.3 / -11.4 eV. As for the energy above the lowest of the compared OMol25 structures with the same formula, charge and spin: 280.11 kJ/mol.

Structure (XYZ):
```
9
Properties=species:S:1:pos:R:3:forces:R:3:mulliken_charge:R:1
C 1.442120 0.254897 0.044168 -2.7 -0.9 2.3 0.662
C -1.642645 0.254716 -0.138279 -7.7 -4.0 14.3 0.323
N 0.734068 -0.753713 0.290544 2.2 -0.9 -0.8 -0.450
O -1.237806 0.536614 -1.140994 6.1 3.6 -14.3 -0.182
F 2.415660 0.459696 -0.725470 2.3 -0.2 -2.0 -0.185
F 1.218037 1.369428 0.693002 -0.4 0.7 0.2 -0.213
F -1.730033 0.959332 0.995517 0.7 0.7 0.4 -0.202
Br -2.351731 -1.486907 0.173284 0.3 -0.1 -0.6 0.034
H 1.152334 -1.594066 -0.191770 -0.8 1.2 0.4 0.213
```
Positions in Å, forces in eV/Å.



2.
DFT (ωB97M-V with the def2-TZVPD basis set) results for an isolated molecule of C2HBrO.

As for the spin multiplicity: 1. As for the SMILES: O=C=CBr. Its maximum force is 0.0353 hartree/bohr. The LUMO energy comes out at -0.4 eV. The HOMO energy is -9.2 eV. As for the energy above the lowest of the compared OMol25 structures with the same formula, charge and spin: 22.49 kJ/mol.

Structure (XYZ):
```
5
Properties=species:S:1:pos:R:3:forces:R:3:mulliken_charge:R:1
C 0.509808 -0.613034 0.198105 -0.3 -0.1 -1.0 0.655
C -0.026979 0.568590 -0.032696 -0.7 -0.8 0.3 -0.593
O 0.918276 -1.693853 0.237615 0.2 0.2 0.6 -0.307
Br -2.011235 0.392714 0.046413 1.7 0.6 -0.1 -0.124
H 0.610130 1.345582 -0.449438 -0.8 0.2 0.2 0.369
```
Positions in Å, forces in eV/Å.